10
Properties=species:S:1:pos:R:3:forces:R:3 method="wB97M-V/def2-TZVPD" homo_lumo_gap_ev=7.89 multiplicity=1 relative_energy_ev=1.517 largest_force_ev_per_a=5.287 total_charge=+1
C -1.430 1.278 0.041 -0.223 -2.318 -2.558
C -0.439 -0.989 -0.021 -3.951 3.116 -1.621
N -1.147 0.104 -0.457 -0.145 1.308 1.903
N 0.816 -0.813 0.042 3.816 -2.674 1.386
Si 1.911 0.654 -0.186 0.914 0.132 -0.189
H -1.811 2.025 -0.680 0.239 -0.430 0.454
H -1.033 -1.907 -0.008 0.655 -0.144 0.398
H 1.332 -1.680 0.315 -0.502 0.794 -0.564
H 3.241 -0.218 -0.125 -1.165 0.385 0.107
H -1.441 1.546 1.078 0.362 -0.168 0.682